[1]
Entry from the OMol25 dataset: a molecular structure, C20H26CeN2O2Si at a distorted geometry (ωB97M-V with the def2-TZVPD basis set).

Computed properties:
total charge	+1
highest occupied orbital energy (spin up / spin down)	-9.70 / -9.68	eV
ΔE to the lowest compared entry with this formula, charge and spin	0.092	eV
gap between HOMO and LUMO (spin up / spin down)	0.2485 / 0.2483	hartree
electronic energy	-1802.02466	hartree
F_max	0.095	Eh/bohr
multiplicity	2
LUMO energy (spin up / spin down)	-2.94 / -2.92	eV

The geometry in XYZ format:
```
52
Properties=species:S:1:pos:R:3:mulliken_spin:R:1
C -3.517 -2.002 -0.231 -0.003
C -3.347 -0.706 -0.813 -0.001
C -2.182 -0.746 -1.646 -0.006
H -3.973 0.169 -0.636 0.000
C -1.602 -2.062 -1.553 0.002
C -2.442 -2.843 -0.691 -0.009
H -2.332 -3.911 -0.496 0.002
H -4.352 -2.318 0.400 0.000
H -1.797 0.075 -2.249 0.001
H -0.668 -2.363 -2.030 0.000
Ce -1.330 -1.023 0.658 1.013
C 3.577 -0.144 1.080 0.000
H 4.556 0.259 0.735 0.000
H 3.556 -1.235 0.884 0.000
H 2.870 0.403 0.427 -0.001
Si 0.197 0.973 -0.517 -0.004
C 0.390 2.437 0.628 0.004
C -0.731 3.274 0.459 -0.005
H -1.638 2.892 -0.003 -0.001
C -0.667 4.615 0.804 0.000
H -1.511 5.258 0.586 0.000
C 0.475 5.125 1.425 0.001
H 0.533 6.196 1.640 0.000
C 1.484 4.243 1.816 0.000
H 2.312 4.626 2.412 0.000
C 1.444 2.890 1.438 -0.002
H 2.240 2.218 1.742 0.001
C 1.085 1.435 -2.114 -0.003
C 1.326 2.804 -2.347 0.000
H 0.910 3.542 -1.656 0.000
C 2.120 3.225 -3.414 -0.001
H 2.282 4.294 -3.556 0.000
C 2.712 2.281 -4.259 0.001
H 3.409 2.618 -5.020 0.000
C 2.420 0.921 -4.091 -0.001
H 2.831 0.183 -4.783 0.000
C 1.605 0.493 -3.039 0.001
H 1.421 -0.579 -2.935 0.000
H -1.315 0.981 -0.442 0.002
H 3.494 0.115 2.153 0.000
C -2.942 -4.662 3.916 0.000
O -1.723 -4.906 3.137 0.000
C -1.339 -3.871 2.398 0.002
O -1.882 -2.734 2.408 0.002
N -0.330 -4.172 1.547 -0.001
N 0.246 -3.075 0.821 0.002
H -3.193 -5.625 4.357 0.000
H -3.750 -4.345 3.250 0.000
H -2.721 -3.903 4.674 0.000
H 0.199 -5.019 1.726 0.000
H 1.207 -2.918 1.142 0.001
H 0.382 -3.382 -0.147 0.000
```

=====

[2]
Entry from the OMol25 dataset: a molecular structure, C13H22BI2LuO3P2 at a distorted geometry (ωB97M-V with the def2-TZVPD basis set).

Computed properties:
total charge	+2
highest occupied orbital energy	-14.28	eV
ΔE to the lowest compared entry with this formula, charge and spin	0.000	eV
gap between HOMO and LUMO	0.2307	hartree
electronic energy	-3272.24622	hartree
F_max	0.102	Eh/bohr
multiplicity	1
LUMO energy	-8.00	eV

The geometry in XYZ format:
```
44
Properties=species:S:1:pos:R:3:mulliken_charge:R:1
I 0.004 0.344 -5.051 -0.008
I -0.010 4.066 -1.679 -0.254
Lu 0.003 1.269 -2.066 0.456
P -2.130 -0.322 -0.834 0.807
C -2.758 -0.041 -2.537 -1.114
C -3.179 -1.616 -0.061 -1.195
H -4.236 -1.300 -0.056 0.470
H -3.984 1.040 -0.078 0.491
H -2.890 -1.806 0.991 0.351
H -2.521 1.383 0.909 0.270
H -2.631 -0.921 -3.175 0.447
H -3.099 -2.562 -0.622 0.392
C -2.889 1.209 -0.114 -1.084
H -3.844 0.173 -2.537 0.463
H -2.670 2.103 -0.723 0.346
H -2.301 0.801 -3.080 0.489
P 2.131 -0.334 -0.829 0.807
C 2.766 -0.049 -2.529 -1.115
C 2.900 1.190 -0.100 -1.085
H 2.875 -1.827 0.994 0.352
H 4.227 -1.329 -0.047 0.470
H 3.082 -2.580 -0.620 0.391
C 3.168 -1.636 -0.056 -1.200
H 2.526 1.366 0.921 0.269
H 3.994 1.011 -0.057 0.490
H 3.853 0.159 -2.525 0.462
H 2.314 0.796 -3.071 0.490
H 2.693 2.088 -0.710 0.349
H 2.636 -0.927 -3.170 0.447
C 0.002 -0.984 -3.040 -0.102
O 0.000 -2.160 -2.967 -0.285
O -0.006 -1.522 1.120 -0.460
B -0.004 -0.633 -0.070 0.681
O 0.001 0.832 0.621 -0.205
C -0.001 0.585 1.964 -0.116
C 0.001 1.570 2.956 -0.571
C 0.001 1.129 4.283 -0.611
C -0.004 -0.234 4.615 -0.579
C -0.007 -1.187 3.595 -1.075
C -0.005 -0.776 2.257 0.965
H 0.004 2.620 2.647 0.518
H 0.002 1.851 5.099 0.444
H -0.004 -0.572 5.653 0.449
H -0.011 -2.267 3.778 0.493
```

=====

[3]
Entry from the OMol25 dataset: a single CH2O molecule at a distorted geometry (ωB97M-V with the def2-TZVPD basis set).

Computed properties:
highest occupied orbital energy	-10.17	eV
ΔE to the lowest compared entry with this formula, charge and spin	0.120	eV
gap between HOMO and LUMO	0.4142	hartree
electronic energy	-114.50389	hartree
F_max	0.048	Eh/bohr
structure (SMILES)	C=O
multiplicity	1
LUMO energy	1.10	eV

The geometry in XYZ format:
```
4
Properties=species:S:1:pos:R:3:mulliken_charge:R:1
C -0.031 0.007 -0.022 -0.103
O 1.144 -0.012 -0.007 -0.338
H -0.512 1.004 0.015 0.231
H -0.601 -0.999 0.014 0.211
```

=====

[4]
Entry from the OMol25 dataset: 2 unconnected molecules or ions with the total composition C25H27N4O2 at a distorted geometry (ωB97M-V with the def2-TZVPD basis set).

Computed properties:
total charge	-1
highest occupied orbital energy	-3.89	eV
gap between HOMO and LUMO	0.2227	hartree
electronic energy	-1338.35673	hartree
F_max	0.062	Eh/bohr
multiplicity	1
LUMO energy	2.17	eV

The geometry in XYZ format:
```
58
Properties=species:S:1:pos:R:3:mulliken_charge:R:1
C 0.565 4.880 2.758 -0.567
N 1.115 3.698 3.392 0.122
C 2.112 3.965 4.408 -1.250
C 0.835 2.431 2.953 0.649
C 1.814 1.408 3.003 -0.642
C 1.577 0.187 2.398 -1.074
C 0.301 -0.148 1.876 0.763
C -0.025 -1.407 1.244 -0.454
C 0.754 -2.543 1.378 0.598
C 0.541 -3.697 0.598 0.205
N 0.435 -4.677 -0.035 -0.637
C 1.740 -2.745 2.392 -0.543
N 2.558 -2.988 3.199 -0.650
C -0.703 0.850 1.943 -0.676
C -0.441 2.116 2.411 -0.480
H -0.101 4.610 1.932 -0.091
H 0.010 5.481 3.493 0.286
H 1.378 5.506 2.358 0.335
H 2.252 3.083 5.042 0.392
H 3.079 4.242 3.963 0.359
H 1.767 4.803 5.028 0.354
H 2.779 1.614 3.471 0.397
H 2.401 -0.515 2.324 0.410
H -1.031 -1.514 0.824 0.902
H -1.704 0.602 1.592 0.458
H -1.218 2.881 2.385 0.545
C 1.543 -2.936 -2.653 -1.049
C 0.143 -2.939 -3.249 -0.867
N -0.936 -3.260 -2.308 0.512
C -1.460 -4.628 -2.350 -0.796
C -2.737 -4.773 -3.154 -1.334
C -1.527 -2.364 -1.428 0.428
C -0.924 -1.041 -1.356 0.245
C -1.725 0.115 -1.099 0.272
C -1.067 1.467 -1.334 0.508
C 0.048 1.660 -2.162 -0.358
C 0.669 2.913 -2.243 -0.689
C 0.152 4.003 -1.534 -0.490
C -0.993 3.833 -0.740 -0.431
C -1.611 2.584 -0.676 -0.651
O -2.883 0.075 -0.643 -0.777
O -2.485 -2.739 -0.730 -0.751
H 2.269 -2.853 -3.468 0.424
H 1.699 -2.091 -1.976 0.198
H 1.732 -3.861 -2.100 0.320
H -0.077 -1.961 -3.702 0.420
H 0.085 -3.706 -4.033 0.496
H -0.661 -5.245 -2.776 0.600
H -1.634 -4.962 -1.321 0.384
H -3.129 -5.783 -3.022 0.419
H -3.480 -4.055 -2.798 0.288
H -2.543 -4.605 -4.217 0.272
H 0.065 -0.924 -1.779 -0.458
H 0.423 0.815 -2.740 0.439
H 1.553 3.024 -2.875 0.372
H 0.634 4.981 -1.602 0.366
H -1.416 4.674 -0.186 0.523
H -2.516 2.460 -0.078 0.454
```

=====

Which of these has the highest multiplicity? C20H26CeN2O2Si